[1]
Entry from the OMol25 dataset: a single C5H6ClN3O molecule at a distorted geometry (ωB97M-V/def2-TZVPD).

Output
- Total charge: 0
- HOMO level: -0.362 Ha
- LUMO level: 0.73 eV
- Structure (SMILES): NC(=O)c1cc(CCl)[nH]n1
- Kohn-Sham gap: 10.583 eV
- ΔE to the lowest compared entry with this formula, charge and spin: 12.8 kcal/mol
- Maximum force: 6.633 eV/Å

Each line ends with the natural charge from an NBO analysis.
Element x y z (Å)
N1 -3.05 -0.96 -0.34  -0.84
C1 -2.20 0.13 -0.36  0.62
O1 -2.69 1.24 -0.75  -0.61
C2 -0.89 -0.03 0.03  0.01
C3 0.14 1.06 0.13  -0.27
C4 1.26 0.33 0.16  0.08
C5 2.71 0.69 0.34  -0.37
Cl1 3.92 -0.24 -0.75  -0.09
N2 1.03 -1.00 0.13  -0.31
N3 -0.25 -1.14 0.10  -0.20
H1 -3.10 -1.99 -0.22  0.42
H2 -4.07 -0.78 -0.49  0.40
H3 -0.18 2.11 0.42  0.27
H4 2.91 0.58 1.46  0.24
H5 2.89 1.76 -0.04  0.25
H6 1.57 -1.75 0.19  0.41

[2]
Entry from the OMol25 dataset: 8 unconnected molecules or ions with the total composition C49H63NO24 at a distorted geometry (ωB97M-V/def2-TZVPD).

Output
- Total charge: 0
- HOMO level: -0.342 Ha
- LUMO level: -0.70 eV
- Structure (SMILES): CCCOCc1ccc2c(c1)C(=O)C(N)=C(Cc1ccccc1)C2=O.C[C@@H]1COC(=O)O1.C[C@@H]1COC(=O)O1.C[C@@H]1COC(=O)O1.C[C@@H]1COC(=O)O1.C[C@@H]1COC(=O)O1.C[C@@H]1COC(=O)O1.C[C@@H]1COC(=O)O1
- Kohn-Sham gap: 8.609 eV
- ΔE to the lowest compared entry with this formula, charge and spin: 13.7 kcal/mol
- Maximum force: 1.632 eV/Å

Each line ends with the Mulliken charge.
Element x y z (Å)
C1 1.14 -0.37 3.57  -1.36
C2 0.93 -0.85 2.11  0.43
C3 0.19 -2.18 2.01  -0.58
O1 -1.09 -2.17 2.61  -0.38
C4 -2.12 -1.86 1.69  -1.15
C5 -2.46 -0.37 1.75  0.74
C6 -2.49 0.33 0.56  -0.67
C7 -2.75 1.69 0.55  -1.25
C8 -2.98 2.31 1.75  0.99
C9 -2.99 1.62 2.96  0.75
C10 -2.73 0.26 2.95  -0.23
C11 -3.25 2.39 4.23  -0.32
O2 -3.88 1.94 5.17  -0.71
C12 -2.68 3.79 4.24  0.62
N1 -2.18 4.35 5.46  -0.65
C13 -2.66 4.45 3.08  -0.01
C14 -2.05 5.83 2.98  -1.48
C15 -0.60 5.74 2.52  0.58
C16 0.14 6.88 2.26  -0.52
C17 1.45 6.83 1.85  -0.49
C18 2.10 5.62 1.65  -0.54
C19 1.36 4.48 1.88  -0.84
C20 0.06 4.54 2.32  0.07
C21 -3.23 3.81 1.84  0.15
O3 -3.83 4.43 0.99  -0.62
H1 2.07 0.23 3.59  0.42
H2 1.28 -1.18 4.29  0.31
H3 0.35 0.29 3.92  0.18
H4 0.39 -0.06 1.58  0.07
H5 1.93 -0.98 1.67  0.11
H6 0.21 -2.50 0.96  0.21
H7 0.80 -2.91 2.58  0.46
H8 -3.00 -2.49 1.90  0.42
H9 -1.84 -2.09 0.65  0.36
H10 -2.30 -0.22 -0.36  0.33
H11 -2.79 2.28 -0.36  0.52
H12 -2.74 -0.29 3.89  0.73
H13 -2.68 3.86 6.20  0.36
H14 -1.21 4.05 5.55  0.29
H15 -2.60 6.45 2.26  0.43
H16 -2.10 6.31 3.97  0.43
H17 -0.29 7.88 2.36  0.40
H18 2.02 7.73 1.66  0.33
H19 3.13 5.55 1.34  0.41
H20 1.82 3.50 1.72  0.50
H21 -0.43 3.58 2.48  0.22
C22 4.73 0.87 -1.43  -1.54
C23 3.75 -0.25 -1.23  0.83
C24 3.31 -0.93 -2.50  0.07
O4 2.02 -1.44 -2.13  -0.37
C25 1.54 -0.63 -1.16  0.56
O5 0.42 -0.67 -0.74  -0.53
O6 2.50 0.23 -0.71  -0.36
H22 4.98 1.34 -0.48  0.43
H23 5.66 0.50 -1.88  0.19
H24 4.31 1.65 -2.08  0.40
H25 4.15 -0.98 -0.51  0.14
H26 3.97 -1.74 -2.80  0.01
H27 3.18 -0.24 -3.33  0.07
C26 1.94 -6.85 2.03  -1.58
C27 2.32 -5.81 1.00  0.83
C28 2.76 -6.38 -0.32  -0.47
O7 3.61 -5.33 -0.82  -0.31
C29 4.11 -4.68 0.26  0.66
O8 4.98 -3.87 0.21  -0.55
O9 3.48 -5.07 1.40  -0.36
H28 1.67 -6.36 2.97  0.37
H29 1.09 -7.44 1.68  0.39
H30 2.77 -7.51 2.24  0.37
H31 1.50 -5.10 0.86  0.04
H32 1.94 -6.57 -1.00  0.34
H33 3.36 -7.29 -0.22  0.30
C30 8.73 -3.66 -2.19  -1.56
C31 7.87 -2.49 -2.59  0.78
C32 6.86 -2.79 -3.67  -0.52
O10 6.67 -1.50 -4.27  -0.16
C33 7.83 -0.81 -4.08  0.60
O11 8.08 0.23 -4.61  -0.53
O12 8.65 -1.45 -3.22  -0.39
H34 9.47 -3.36 -1.45  0.37
H35 8.12 -4.46 -1.77  0.36
H36 9.29 -4.05 -3.05  0.38
H37 7.40 -2.05 -1.71  0.13
H38 5.93 -3.18 -3.27  0.20
H39 7.24 -3.47 -4.43  0.34
C34 5.44 1.47 -6.70  -1.49
C35 4.49 0.33 -6.42  1.20
C36 4.00 -0.39 -7.65  -0.28
O13 2.75 -0.93 -7.20  -0.37
C37 2.29 -0.10 -6.22  0.71
O14 1.20 -0.14 -5.76  -0.57
O15 3.25 0.79 -5.85  -0.46
H40 5.71 1.96 -5.77  0.39
H41 6.34 1.11 -7.18  0.35
H42 4.97 2.23 -7.33  0.34
H43 4.95 -0.37 -5.71  -0.22
H44 4.67 -1.18 -7.97  0.35
H45 3.81 0.27 -8.49  0.15
C38 5.55 3.23 -12.78  -1.49
C39 5.08 2.01 -12.04  0.50
C40 4.83 2.22 -10.57  -0.58
O16 5.03 0.90 -10.04  -0.15
C41 5.90 0.27 -10.88  0.56
O17 6.42 -0.77 -10.64  -0.52
O18 6.09 0.99 -12.01  -0.37
H46 5.75 2.99 -13.83  0.36
H47 4.79 4.02 -12.75  0.38
H48 6.48 3.61 -12.36  0.36
H49 4.20 1.59 -12.53  0.26
H50 3.83 2.58 -10.36  0.34
H51 5.56 2.89 -10.11  0.32
C42 -7.22 1.65 4.38  -1.23
C43 -7.47 0.44 5.24  0.65
C44 -6.55 -0.72 4.95  -0.28
O19 -7.35 -1.84 5.37  -0.35
C45 -8.65 -1.48 5.22  0.56
O20 -9.57 -2.23 5.31  -0.54
O21 -8.75 -0.15 4.97  -0.38
H52 -7.94 2.44 4.61  0.39
H53 -6.22 2.04 4.56  0.09
H54 -7.33 1.42 3.32  0.37
H55 -7.44 0.71 6.30  0.22
H56 -5.62 -0.67 5.50  0.23
H57 -6.33 -0.84 3.88  0.26
C46 -11.30 -2.53 9.05  -1.41
C47 -12.69 -2.14 8.62  0.55
C48 -12.74 -1.04 7.60  -0.40
O22 -14.04 -0.47 7.84  -0.33
C49 -14.34 -0.70 9.14  0.61
O23 -15.25 -0.21 9.72  -0.53
O24 -13.45 -1.57 9.70  -0.36
H58 -11.34 -3.30 9.82  0.35
H59 -10.72 -2.91 8.20  0.37
H60 -10.78 -1.68 9.48  0.35
H61 -13.24 -3.03 8.27  0.23
H62 -12.66 -1.41 6.58  0.28
H63 -11.99 -0.26 7.77  0.28

[3]
Entry from the OMol25 dataset: a molecular structure, C32H41N7O3PS3Ti at a distorted geometry (ωB97M-V/def2-TZVPD).

Output
- Total charge: -1
- HOMO level (alpha / beta): -0.058 / -0.150 Ha
- LUMO level (alpha / beta): 2.33 / 2.33 eV
- Multiplicity: 3
- Kohn-Sham gap (alpha / beta): 3.908 / 6.407 eV
- Expectation value of S²: 2.038
- ΔE to the lowest compared entry with this formula, charge and spin: 37.6 kcal/mol
- Maximum force: 2.884 eV/Å

Each line ends with the Mulliken charge.
Element x y z (Å)
Ti1 0.31 -1.87 -0.28  -0.95
C1 2.57 -3.84 2.52  -1.28
C2 2.08 -3.43 1.14  0.89
O1 0.84 -2.98 1.10  0.13
C3 2.89 -3.64 0.04  -0.91
C4 2.44 -3.49 -1.29  0.72
C5 3.22 -3.88 -2.51  -1.45
N1 1.22 -3.00 -1.45  0.79
N2 0.53 -3.06 -2.60  -1.10
C6 -0.73 -2.71 -2.38  0.09
O2 -1.16 -2.50 -1.14  -0.49
C7 -1.65 -2.60 -3.49  0.51
C8 -3.03 -2.43 -3.29  -0.23
C9 -3.89 -2.32 -4.36  -0.74
C10 -3.39 -2.36 -5.66  -0.36
C11 -2.03 -2.49 -5.87  -0.69
C12 -1.16 -2.62 -4.81  -0.39
H1 2.18 -4.84 2.76  0.40
H2 2.18 -3.15 3.27  0.12
H3 3.65 -3.87 2.57  0.31
H4 3.89 -4.02 0.21  0.25
H5 4.21 -4.26 -2.27  0.39
H6 3.30 -3.01 -3.16  0.28
H7 2.66 -4.63 -3.07  0.29
H8 -3.41 -2.39 -2.28  0.44
H9 -4.95 -2.20 -4.20  0.38
H10 -4.06 -2.28 -6.50  0.38
H11 -1.64 -2.49 -6.88  0.36
H12 -0.10 -2.72 -4.95  0.43
O3 1.20 -0.36 0.57  -0.64
P1 0.97 0.11 1.95  -1.19
N3 1.16 1.78 1.94  1.02
C13 1.40 2.47 0.67  -0.25
C14 0.65 3.81 0.75  -0.63
C15 -0.29 3.64 1.95  -0.23
C16 0.51 2.71 2.85  -0.55
N4 2.23 -0.47 2.93  0.79
C17 3.49 -0.47 2.16  -0.28
C18 4.60 -0.19 3.16  -0.80
C19 3.89 0.70 4.18  -0.82
C20 2.50 0.07 4.26  -0.39
N5 -0.50 -0.33 2.61  1.04
C21 -0.85 -0.45 4.01  -1.00
C22 -1.14 -1.95 4.21  -0.79
C23 -1.57 -2.44 2.82  -0.67
C24 -1.45 -1.20 1.93  0.44
H13 1.07 1.86 -0.17  -0.17
H14 2.48 2.64 0.55  0.30
H15 0.11 4.02 -0.18  0.28
H16 1.36 4.62 0.93  0.34
H17 -1.22 3.17 1.65  -0.23
H18 -0.51 4.59 2.43  0.48
H19 -0.12 2.18 3.57  0.31
H20 1.28 3.28 3.39  0.32
H21 3.46 0.33 1.40  0.31
H22 3.59 -1.42 1.65  -0.15
H23 5.45 0.30 2.69  0.37
H24 4.94 -1.12 3.63  0.33
H25 3.81 1.71 3.79  0.23
H26 4.39 0.72 5.15  0.48
H27 1.75 0.81 4.56  0.25
H28 2.48 -0.76 4.98  0.29
H29 -1.76 0.13 4.18  0.52
H30 -0.07 -0.09 4.67  0.40
H31 -1.90 -2.11 4.97  0.36
H32 -0.23 -2.46 4.53  0.29
H33 -2.59 -2.83 2.82  0.60
H34 -0.90 -3.22 2.45  0.06
H35 -2.41 -0.68 1.86  0.73
H36 -1.11 -1.46 0.92  -0.48
S1 -3.65 3.18 0.37  -0.46
C25 -2.59 2.46 -0.69  0.19
S2 -1.68 1.01 -0.20  0.22
C26 -0.81 1.08 -1.78  0.03
N6 -1.24 2.04 -2.51  -0.90
N7 -2.22 2.81 -1.96  0.72
C27 -2.71 3.82 -2.78  0.79
C28 -3.53 4.85 -2.31  -0.36
C29 -3.95 5.84 -3.17  -0.73
C30 -3.57 5.84 -4.50  -0.43
C31 -2.76 4.81 -4.97  -0.56
C32 -2.34 3.81 -4.13  -0.54
S3 0.42 0.01 -2.16  -0.56
H37 -3.83 4.86 -1.28  0.19
H38 -4.57 6.63 -2.79  0.36
H39 -3.92 6.62 -5.17  0.37
H40 -2.45 4.80 -6.01  0.35
H41 -1.71 3.00 -4.49  0.46